C24H38BrO9P | wB97M-V/def2-TZVPD

XYZ file:
```
73
Properties=species:S:1:pos:R:3:lowdin_charge:R:1
C -0.974 -1.430 2.124 -0.27
P 0.888 -1.290 2.206 0.94
C 1.273 -1.708 3.970 -0.30
C 1.150 0.537 1.917 -0.30
C 1.264 1.382 3.001 -0.07
C 1.427 2.732 2.763 -0.06
C 1.474 3.206 1.486 -0.03
C 1.359 2.385 0.395 -0.08
C 1.204 1.010 0.610 -0.09
C 1.108 0.147 -0.623 -0.27
O 1.477 -1.009 -0.701 0.08
C 0.553 0.797 -1.869 -0.08
C -0.075 0.049 -2.820 0.03
C -0.559 0.592 -3.991 -0.18
C -1.206 -0.371 -4.964 -0.12
C -1.755 0.289 -6.219 -0.78
O -1.040 0.779 -7.040 0.04
Br -3.700 0.324 -6.558 0.66
C -0.387 1.952 -4.191 0.00
C 0.224 2.710 -3.224 0.00
C 0.700 2.164 -2.061 -0.09
C 1.377 2.966 -0.997 -0.25
O 1.883 4.052 -1.229 0.10
H -1.332 -1.422 1.091 0.03
H -1.366 -0.495 2.577 0.02
H -1.351 -2.269 2.710 0.03
H 0.584 -2.508 4.255 0.01
H 2.290 -2.101 4.020 0.03
H 1.101 -0.882 4.669 0.02
H 1.219 1.020 4.020 0.09
H 1.488 3.396 3.621 0.11
H 1.583 4.275 1.319 0.13
H -0.196 -1.021 -2.655 0.12
H -2.001 -0.936 -4.467 0.12
H -0.456 -1.113 -5.263 0.12
H -0.736 2.384 -5.123 0.12
H 0.365 3.776 -3.388 0.12
C 0.694 -3.795 -5.000 -0.16
O 0.799 -3.048 -3.786 -0.13
H -0.344 -4.092 -5.132 0.08
H 1.003 -3.184 -5.850 0.06
H 1.318 -4.688 -4.946 0.08
H 1.720 -2.794 -3.684 0.08
C 3.186 6.051 -3.546 -0.17
O 3.595 7.257 -4.191 -0.13
H 2.238 5.736 -3.974 0.07
H 3.930 5.268 -3.707 0.08
H 3.055 6.221 -2.476 0.07
H 4.432 7.522 -3.801 0.07
C 1.522 -3.849 -9.006 -0.15
O 1.206 -4.768 -7.963 -0.14
H 1.920 -2.944 -8.553 0.08
H 2.275 -4.275 -9.674 0.08
H 0.625 -3.598 -9.577 0.08
H 0.856 -5.562 -8.376 0.08
C -0.567 -2.502 7.285 -0.15
O -0.442 -3.321 6.119 -0.15
H 0.359 -1.945 7.410 0.08
H -1.394 -1.801 7.166 0.07
H -0.735 -3.121 8.165 0.06
H -1.265 -3.806 6.020 0.07
C -4.365 1.075 2.994 -0.16
O -3.038 1.441 3.356 -0.14
H -4.425 -0.010 2.976 0.08
H -5.080 1.462 3.725 0.07
H -4.610 1.464 2.002 0.08
H -2.999 2.401 3.367 0.07
C -2.275 -0.948 10.799 -0.14
O -2.172 -1.775 9.643 -0.14
H -1.342 -0.400 10.908 0.08
H -3.097 -0.236 10.687 0.08
H -2.438 -1.558 11.691 0.08
H -3.002 -2.253 9.558 0.08
```

The SMILES is CP(C)c1cccc2c1C(=O)c1cc(CC(=O)Br)ccc1C2=O.CO.CO.CO.CO.CO.CO. The LUMO energy comes out at -0.62 eV. The total energy comes out at -4529.72546 Ha. The calculation puts the HOMO energy at -7.36 eV. For the HOMO-LUMO gap, the calculation gives 6.742 eV.